{
  "formula": "C5H4N2O",
  "method": "the ωB97M-V functional and the def2-TZVPD basis",
  "fmax_ha_per_bohr": 0.17009,
  "smiles": "C#Cc1cnc(O)[nH]1",
  "orbital_gap_ev": 9.01,
  "homo_ev": -8.4787,
  "lumo_energy_ev": 0.53,
  "de_lowest_ev": 3.4342,
  "symbols": ["C", "C", "C", "C", "N", "C", "O", "N", "H", "H", "H", "H"],
  "positions_angstrom": [[-3.10993, -0.34227, -0.19755], [-1.94877, -0.05079, 0.00487], [-0.50077, 0.18334, 0.02360], [0.05793, 1.30534, 0.05521], [1.44596, 1.10583, -0.03124], [1.65292, -0.20194, -0.08666], [2.82389, -0.68008, -0.25997], [0.47415, -0.94997, 0.16146], [-4.18931, -0.80944, -0.53340], [-0.23071, 2.32164, -0.00328], [3.42354, -0.02513, 0.05212], [0.10111, -1.85654, 0.81484]],
  "nbo_charge": [-0.23, -0.07, 0.02, -0.05, -0.55, 0.66, -0.64, -0.62, 0.27, 0.23, 0.51, 0.47]
}